{"formula": "C18H29AsN15OSV", "method": "ωB97M-V/def2-TZVPD", "max_force_ha_per_bohr": 0.0153, "de_lowest_kcal_mol": 9.96, "multiplicity": 2, "energy_ha": -5177.649243, "homo_lumo_gap_ev": [6.85, 7.43], "lumo_energy_ev": [-4.146, -3.570], "charge": 1, "species": ["V", "C", "C", "N", "N", "C", "N", "S", "C", "C", "C", "C", "C", "N", "H", "H", "H", "H", "H", "H", "H", "H", "H", "H", "N", "C", "N", "N", "N", "N", "C", "N", "N", "N", "N", "H", "C", "C", "N", "C", "C", "N", "H", "H", "H", "H", "H", "H", "C", "As", "C", "C", "O", "H", "H", "H", "H", "H", "H", "H", "H", "H", "C", "H", "H", "H"], "positions_angstrom": [[0.4321, -0.1858, -0.5910], [-2.4824, 1.9902, 2.2706], [-1.4037, 1.0578, 1.8204], [-1.6075, 0.0240, 1.1012], [-2.9007, -0.1633, 0.7059], [-3.2912, -1.3613, 0.1679], [-4.3601, -1.2684, -0.6414], [-2.5671, -2.8000, 0.5496], [0.0162, 1.3194, 2.1540], [0.3658, 1.8910, 3.3716], [1.6991, 2.1203, 3.6570], [2.6494, 1.7803, 2.7084], [2.2246, 1.2132, 1.5222], [0.9383, 0.9878, 1.2386], [-3.2869, 1.4393, 2.7618], [-2.9042, 2.4974, 1.3962], [-2.1144, 2.7607, 2.9411], [-3.4292, 0.6682, 0.4640], [-4.5552, -0.4162, -1.1491], [-4.7065, -2.1289, -1.0309], [-0.4000, 2.1365, 4.0927], [1.9896, 2.5575, 4.6028], [3.7037, 1.9489, 2.8745], [2.9383, 0.9320, 0.7627], [-1.8162, -1.0674, -3.1889], [-2.0655, 0.0565, -2.4560], [-3.1589, 0.7875, -2.5614], [-2.9727, 1.7844, -1.6689], [-1.8524, 1.6704, -1.0680], [-1.2204, 0.5514, -1.5399], [-0.7901, -1.9105, -2.8776], [-0.5449, -3.0589, -3.4759], [0.5224, -3.5487, -2.8231], [0.9159, -2.7504, -1.9038], [0.0932, -1.6657, -1.9018], [-2.4968, -1.3615, -3.8708], [0.1685, 3.9127, 0.2515], [0.6622, 3.4430, -1.0706], [0.8975, 2.2079, -1.4684], [1.2361, 2.2973, -2.8050], [1.2143, 3.5897, -3.2081], [0.8543, 4.3061, -2.0935], [-0.7492, 3.3818, 0.5010], [-0.0644, 4.9758, 0.2089], [0.9064, 3.7612, 1.0398], [1.4621, 1.4329, -3.4049], [1.4113, 4.0503, -4.1589], [0.7145, 5.3005, -2.0452], [0.8348, -3.2210, 2.7921], [1.2043, -3.1424, 0.9188], [0.4080, -4.6968, 0.1280], [3.0825, -3.2784, 0.6208], [0.8188, -1.5008, 0.5946], [1.1177, -4.1938, 3.1917], [-0.2365, -3.0634, 2.9129], [1.3834, -2.4307, 3.3004], [0.5600, -5.4711, 0.8829], [0.9219, -4.9309, -0.7980], [-0.6505, -4.5594, -0.0597], [3.4449, -4.1782, 1.1163], [3.5712, -2.4014, 1.0404], [3.2646, -3.3399, -0.4503], [2.2729, -0.1686, -1.4524], [2.7627, -1.1024, -1.1880], [2.8612, 0.7036, -1.1843], [2.1030, -0.1713, -2.5276]]}